A | This record from OMol25 describes a gas-phase ion, F2NO3S (charge -1). The level of theory is ωB97M-V with the def2-TZVPD basis set.

Its LUMO energy is 4.3 eV. Its HOMO-LUMO gap is 10.01 eV.

```
! RIJCOSX wB97M-V def2-TZVPD def2/J DEFGRID3
* xyz -1 1
O 0.690 -0.042 1.496
S 0.814 -0.081 0.056
O 1.321 1.122 -0.499
O 1.353 -1.331 -0.431
N -0.880 0.127 -0.625
F -1.476 1.134 0.028
F -1.822 -0.929 -0.025
*
```

B | This record from OMol25 describes 2 unconnected molecules or ions with the total composition F2NO3S. The level of theory is ωB97M-V with the def2-TZVPD basis set.

Its LUMO energy is 4.0 eV. Its HOMO-LUMO gap is 8.68 eV.

```
! RIJCOSX wB97M-V def2-TZVPD def2/J DEFGRID3
* xyz -1 1
N 1.285 0.126 0.206
O -1.654 0.793 -0.231
O 1.381 0.242 1.297
O -1.227 -1.441 0.746
F 0.547 1.544 -0.508
F 0.337 -0.992 -1.467
S -0.670 -0.272 -0.042
*
```

The structure with the most favorable energy is A; the runner-up is 157.1 kJ/mol above it.

A | This record from OMol25 describes C4H2N4 in the gas phase. The level of theory is ωB97M-V with the def2-TZVPD basis set.

Its LUMO energy is -2.1 eV. Its HOMO-LUMO gap is 8.66 eV.

```
! RIJCOSX wB97M-V def2-TZVPD def2/J DEFGRID3
* xyz 0 1
C 2.021 0.133 -0.095
N 1.041 1.252 -0.053
C -0.064 0.715 0.163
C -1.471 0.943 0.019
N -2.018 -0.132 -0.035
N -1.084 -1.313 -0.121
C 0.042 -0.737 0.132
N 1.468 -0.997 0.075
H 3.142 0.158 -0.242
H -2.163 1.863 -0.143
*
```

B | This record from OMol25 describes C4H2N4 in the gas phase. The level of theory is ωB97M-V with the def2-TZVPD basis set.

Its LUMO energy is -2.0 eV. Its HOMO-LUMO gap is 8.91 eV.

```
! RIJCOSX wB97M-V def2-TZVPD def2/J DEFGRID3
* xyz 0 1
N -1.441 1.469 -3.529
C -0.831 0.935 -2.691
C -0.027 0.320 -1.685
N -0.423 0.305 -0.419
N 0.469 -0.279 0.460
C 0.020 -0.358 1.670
C 0.787 -0.999 2.661
N 1.437 -1.402 3.520
H 0.988 -0.061 -1.872
H -0.973 0.025 1.921
*
```

The structure with the most favorable energy is B; the runner-up is 123.7 kJ/mol above it.

A | This record from OMol25 describes a gas-phase ion, C5H9N2S (charge +1). The level of theory is ωB97M-V with the def2-TZVPD basis set.

Its LUMO energy is -3.3 eV. Its HOMO-LUMO gap is 10.42 eV.

```
! RIJCOSX wB97M-V def2-TZVPD def2/J DEFGRID3
* xyz 1 1
C 0.647 1.852 1.344
C 0.140 0.576 0.706
N -0.965 0.542 0.071
C -1.418 -0.781 -0.663
N -1.035 -0.850 -2.108
C -0.513 -1.849 -1.107
S 1.291 -1.591 -0.609
C 0.987 -0.727 0.932
H 1.526 2.198 0.913
H 1.067 1.451 2.269
H 0.026 2.741 1.494
H -2.402 -1.002 -0.540
H -1.639 -1.372 -2.728
H -0.290 -0.244 -2.475
H -0.769 -2.796 -1.513
H 2.090 -0.451 1.272
H 0.614 -1.223 1.752
*
```

B | This record from OMol25 describes a gas-phase ion, C5H9N2S (charge +1). The level of theory is ωB97M-V with the def2-TZVPD basis set.

Its LUMO energy is -4.2 eV. Its HOMO-LUMO gap is 8.34 eV.

```
! RIJCOSX wB97M-V def2-TZVPD def2/J DEFGRID3
* xyz 1 1
S 1.709 -2.783 -1.413
C 0.328 -2.337 -0.713
C 0.278 -1.605 0.610
N -0.078 -0.220 0.413
C -1.209 0.376 0.680
N -1.232 1.631 0.297
C 0.031 2.014 -0.318
C 0.831 0.699 -0.270
H -0.630 -2.512 -1.192
H -0.464 -2.070 1.267
H 1.263 -1.650 1.087
H -2.037 -0.106 1.175
H -1.997 2.275 0.424
H 0.505 2.813 0.258
H -0.132 2.373 -1.336
H 1.072 0.311 -1.263
H 1.762 0.789 0.295
*
```

C | This record from OMol25 describes a gas-phase ion, C5H9N2S (charge +1). The level of theory is ωB97M-V with the def2-TZVPD basis set.

Its LUMO energy (spin up / spin down) is -5.5 / -5.7 eV. Its HOMO-LUMO gap (spin up / spin down) is 6.98 / 6.65 eV.

```
! RIJCOSX wB97M-V def2-TZVPD def2/J DEFGRID3
* xyz 1 1
C -0.641 2.053 -0.051
C 0.575 0.027 -0.475
C -2.011 -0.086 0.127
C 1.780 -0.794 -0.326
C -2.737 -1.276 0.176
N 0.471 1.304 -0.136
N 1.632 2.105 0.258
S -2.295 1.426 -0.043
H -0.638 3.080 -0.085
H 2.210 -0.718 0.674
H 1.866 -1.947 -0.413
H 2.440 -0.252 -1.099
H -3.754 -1.100 0.249
H -2.570 -1.851 -0.760
H -2.410 -1.905 0.902
H 1.348 3.063 0.261
H 2.249 1.962 -0.492
*
```

The structure with the most favorable energy is B; the runner-up is 207.7 kJ/mol above it.